96
Properties=species:S:1:pos:R:3 method="wB97M-V/def2-TZVPD" max_force_ev_per_a=3.0 homo_ev=-9.86 homo_lumo_gap_ev=7.783 relative_energy_ev=0.289 charge=+1
Sn 6.67 12.93 12.26
C 3.66 8.64 11.44
C 4.96 9.08 10.89
C 5.55 8.07 9.96
C 4.70 10.41 10.19
P 6.14 9.66 12.35
C 7.86 9.44 11.70
N 8.26 10.50 10.78
B 8.14 11.89 11.00
N 8.52 12.52 9.74
C 8.49 13.92 9.33
P 7.88 15.01 10.66
C 6.46 15.91 9.77
C 5.44 14.87 9.40
C 5.82 16.95 10.66
C 6.85 16.55 8.48
C 9.27 16.14 11.06
C 10.01 15.26 12.03
C 8.83 17.42 11.81
C 10.19 16.55 9.88
C 8.86 11.52 8.85
C 9.18 11.60 7.54
C 9.33 10.48 6.79
C 9.19 9.20 7.43
C 8.90 9.11 8.78
C 8.72 10.29 9.48
C 6.26 8.23 13.61
C 7.53 8.37 14.55
C 5.05 8.41 14.48
C 6.38 6.84 12.91
H 2.93 8.60 10.62
H 3.29 9.36 12.15
H 3.74 7.65 11.93
H 4.78 7.85 9.26
H 5.88 7.11 10.38
H 6.32 8.42 9.29
H 4.09 10.23 9.25
H 5.60 10.99 9.82
H 4.04 11.12 10.77
H 7.97 8.52 11.26
H 8.47 9.34 12.63
H 7.89 13.99 8.41
H 9.49 14.27 9.10
H 4.96 14.45 10.26
H 5.89 14.09 8.76
H 4.67 15.34 8.82
H 5.74 16.70 11.74
H 4.80 17.14 10.28
H 6.34 17.87 10.77
H 6.98 15.87 7.67
H 7.73 17.20 8.49
H 6.02 17.17 8.17
H 9.32 14.95 12.81
H 10.90 15.79 12.45
H 10.35 14.26 11.59
H 8.07 17.35 12.58
H 8.45 18.17 11.13
H 9.68 17.93 12.28
H 10.67 15.70 9.35
H 11.03 17.19 10.22
H 9.70 17.09 9.11
H 9.27 12.64 7.21
H 9.59 10.47 5.72
H 9.26 8.25 6.92
H 8.97 8.16 9.30
H 7.62 9.43 14.87
H 8.45 8.08 14.11
H 7.32 7.81 15.42
H 5.04 9.47 14.77
H 5.03 7.77 15.42
H 4.05 8.32 14.04
H 7.30 6.66 12.38
H 5.54 6.65 12.21
H 6.23 6.05 13.65
C 10.07 12.60 15.13
C 8.73 12.54 15.83
P 7.36 13.24 14.80
C 7.15 15.06 14.95
C 7.88 15.64 16.20
C 5.75 12.61 15.44
C 5.45 13.07 16.84
H 10.72 11.77 15.36
H 10.53 13.58 15.39
H 9.88 12.54 14.13
H 8.61 12.93 16.85
H 8.48 11.47 15.89
H 6.04 15.29 14.80
H 7.51 15.51 14.02
H 7.45 15.35 17.17
H 7.95 16.71 16.08
H 8.88 15.28 16.27
H 5.80 11.49 15.35
H 4.99 12.95 14.67
H 6.16 12.81 17.67
H 4.44 12.78 17.14
H 5.27 14.15 16.87